1.
69
Properties=species:S:1:pos:R:3:forces:R:3 method="wB97M-V/def2-TZVPD" homo_lumo_gap_ev="8.30 / 5.73" mol_weight_g_mol=536.5 multiplicity=4 s2=3.755 charge=+4
P 3.9420 -1.6000 0.7895 4.7 1.1 -1.2
C 5.2408 -1.6641 2.1155 -1.1 -0.2 1.3
H 6.1743 -2.1514 1.7802 -0.6 0.1 -0.2
H 4.8122 -2.2626 2.9397 0.5 0.1 -0.1
H 5.4653 -0.6715 2.5393 -0.3 -0.2 -0.3
C 4.7042 -2.6814 -0.4781 -1.5 -1.0 -0.5
H 4.4837 -2.2965 -1.4841 0.0 -0.1 0.3
H 4.2188 -3.6623 -0.3952 0.4 -0.1 -0.2
H 5.7896 -2.8145 -0.3664 -0.3 0.3 0.4
C 4.2876 0.0319 -0.0221 -1.7 0.4 0.4
H 5.3271 0.1056 -0.3747 -0.1 -0.4 0.3
H 4.0499 0.8479 0.6735 0.3 -0.1 -0.2
H 3.6104 0.1168 -0.8828 0.2 0.1 0.1
P -1.3892 4.9870 -0.8678 -0.9 2.9 0.3
C -1.5187 5.5044 0.8590 0.5 -1.6 0.3
H -1.7000 6.5771 0.8578 0.0 0.1 0.0
H -0.5928 5.2447 1.3716 0.1 0.4 0.2
H -2.3173 4.9440 1.3455 -0.1 0.3 0.0
C -0.3212 6.2383 -1.6372 0.9 -1.6 -0.2
H -0.2459 5.9889 -2.7010 0.0 0.5 0.1
H 0.6752 6.1777 -1.1922 -0.1 0.5 -0.1
H -0.8606 7.1665 -1.4375 0.3 0.1 -0.1
C -2.9753 5.5245 -1.5629 0.0 -1.9 -0.2
H -3.0036 6.5859 -1.3180 -0.3 0.0 0.0
H -3.7777 4.9299 -1.1151 -0.1 0.5 -0.1
H -2.9512 5.3403 -2.6368 -0.2 0.3 -0.1
P -2.4350 -3.4424 1.0587 -3.9 -2.9 -1.7
C -3.7636 -4.1951 2.0882 0.5 0.7 2.0
H -4.6074 -4.5405 1.4783 0.4 0.3 -0.4
H -4.1372 -3.4908 2.8343 -0.1 0.0 0.0
H -3.3789 -5.0519 2.6488 0.1 0.1 -0.1
C -3.4471 -2.4750 -0.1407 1.1 1.1 0.0
H -4.4965 -2.7994 -0.1153 0.4 -0.1 0.2
H -3.0057 -2.6196 -1.1359 -0.2 0.0 0.3
H -3.3685 -1.4132 0.1230 -0.4 -0.1 -0.3
C -2.1820 -4.9750 0.0810 1.9 0.1 -0.2
H -3.1177 -5.5432 -0.0121 0.0 0.4 0.2
H -1.4356 -5.6005 0.5861 -0.2 -0.1 -0.2
H -1.7971 -4.7337 -0.9125 0.0 -0.1 0.1
Tc -0.1754 0.3357 -1.4454 0.3 2.8 6.2
C 0.8367 1.8556 -0.6330 1.6 1.6 2.9
O 1.3133 2.8095 -0.1689 -1.3 -2.4 -1.7
C -1.6311 1.2518 -0.4670 -2.3 0.5 2.8
O -2.4242 1.8608 0.1254 2.0 -1.3 -2.0
C -1.5496 0.4770 -3.0060 -1.7 -0.1 -0.9
C -1.0350 -0.8371 -2.9838 -1.4 -1.3 -0.8
C 0.3598 -1.0289 -2.9760 0.1 -1.7 -1.3
C 1.2150 0.0665 -3.0106 1.9 -1.1 -1.1
C 0.7013 1.3614 -3.0232 0.2 1.3 -1.4
C -0.6825 1.5903 -3.0162 -0.7 0.8 -1.1
H -2.6337 0.6280 -2.8820 0.6 -0.1 -0.3
H -1.7243 -1.6901 -2.8992 0.5 0.5 -0.3
H 0.7400 -2.0556 -2.9556 0.0 0.5 0.1
H 2.2787 -0.0954 -2.9491 0.1 0.0 -0.2
H 1.3694 2.2062 -2.9823 0.2 0.1 -0.1
H -1.0795 2.5981 -2.8470 0.2 -0.4 -0.5
C 1.4826 -0.2026 2.6033 0.1 0.3 -0.3
P 0.3835 -1.2848 1.5922 0.0 0.2 0.4
C 0.6969 -2.9031 2.4390 -0.2 -0.2 -0.7
C -1.2128 -0.8119 2.3752 -0.2 -0.1 -0.4
H 2.3095 -0.7679 3.0505 -0.2 0.1 0.0
H 1.8882 0.5710 1.9431 0.0 0.1 0.3
H 0.9004 0.2819 3.3972 0.3 -0.2 -0.1
H 1.7757 -3.0216 2.5911 -0.2 -0.1 0.0
H 0.1696 -2.9705 3.3977 0.3 0.1 -0.1
H 0.3539 -3.7185 1.7908 0.2 -0.1 0.2
H -1.2949 -1.2717 3.3690 0.0 0.3 -0.2
H -1.2380 0.2814 2.4564 -0.2 -0.2 0.0
H -2.0486 -1.1421 1.7328 0.2 0.4 0.5

***

2.
73
Properties=species:S:1:pos:R:3:forces:R:3 method="wB97M-V/def2-TZVPD" homo_lumo_gap_ev=6.75 mol_weight_g_mol=432.4 charge=-1
C 0.5765 -0.4113 -0.3772 -7.5 1.5 5.1
C -0.5970 -0.1449 0.3915 6.7 -3.4 -5.2
N -1.9908 -0.4238 0.9918 3.3 1.2 -1.3
C -1.8873 -0.8931 2.4259 -0.3 0.4 1.8
C -1.7577 -2.5145 2.6229 0.7 -0.6 0.3
C -0.4934 -3.2137 1.8487 -1.8 -1.2 -4.4
N -0.7020 -3.7709 0.5807 0.6 2.2 5.2
B -0.6335 -0.0289 3.1133 0.1 1.5 0.6
O -0.7649 1.4527 3.3499 0.3 -2.3 -2.4
N 0.6822 -0.6487 3.5779 0.4 1.9 0.9
C 1.8693 -0.0936 2.7696 0.3 -1.4 -1.0
C 0.9594 -0.1132 4.9975 0.1 1.1 0.3
C -3.2404 -0.4352 3.2928 -6.0 1.6 3.0
O -3.4619 -1.0005 4.5088 2.3 2.1 -5.9
O -4.2524 0.5198 2.8136 6.1 -4.6 1.1
H 1.6258 -0.5914 -0.9170 -3.0 0.9 1.7
H -2.4796 0.4960 0.8983 0.0 -1.1 0.6
H -2.7632 -3.0491 2.2841 2.2 1.2 0.6
H -1.6128 -2.7340 3.7757 -0.5 0.8 -2.4
H 0.6127 -3.2493 2.2760 -2.6 0.2 -0.8
H -1.7100 -3.6474 0.2983 1.1 0.1 0.7
H -1.0211 1.9201 2.5014 -0.1 -0.9 1.6
H 2.1616 -0.9497 1.9997 -0.5 2.0 1.4
H 1.5968 0.8780 2.1640 0.8 -1.8 1.4
H 2.7831 0.0263 3.4934 -1.8 0.0 -1.5
H 1.8222 -0.7306 5.5076 -1.9 1.0 -0.9
H 1.3718 0.9913 4.8802 -0.9 -2.1 0.6
H -0.0203 -0.0564 5.6564 2.1 -0.4 -1.3
C -1.1266 0.5036 -4.7785 0.1 0.1 -0.1
C -1.9805 0.9716 -3.6128 0.2 -0.1 0.1
O -1.3272 1.9246 -2.7789 0.0 0.2 0.0
C -0.9481 3.1537 -3.3924 -0.2 -0.2 0.2
C -2.1256 3.9470 -3.9320 -0.2 -0.1 -0.2
H -0.1515 0.1505 -4.4266 -0.2 0.0 0.0
H -1.6252 -0.3086 -5.3160 0.0 0.1 0.0
H -0.9432 1.3131 -5.4903 0.0 -0.1 0.0
H -2.2077 0.1087 -2.9786 0.1 0.3 0.1
H -2.9420 1.3642 -3.9591 0.0 0.0 -0.1
H -0.2002 2.9758 -4.1712 0.0 0.0 -0.1
H -0.4536 3.7478 -2.6165 -0.1 -0.3 0.0
H -2.6018 3.4345 -4.7727 0.0 0.1 0.0
H -1.7963 4.9298 -4.2826 0.0 -0.1 0.0
H -2.8874 4.0832 -3.1585 0.1 0.0 0.0
C 5.2314 1.8330 7.9711 0.0 0.2 0.2
C 4.5061 1.8130 6.6368 -0.2 -0.1 0.1
O 3.0905 1.9197 6.7599 0.1 0.0 0.0
C 2.5917 3.1118 7.3607 -0.1 -0.1 -0.2
C 2.9466 4.3707 6.5886 0.2 0.1 -0.1
H 4.8142 1.0813 8.6496 0.1 0.0 -0.1
H 6.2975 1.6308 7.8300 -0.1 0.0 0.0
H 5.1371 2.8049 8.4631 0.1 0.0 0.0
H 4.7033 0.8540 6.1470 -0.3 0.1 0.0
H 4.8896 2.5888 5.9662 0.0 0.1 0.0
H 2.9208 3.1798 8.4021 0.1 0.1 0.0
H 1.5011 3.0135 7.3852 0.2 -0.2 -0.1
H 4.0230 4.5631 6.6101 -0.1 0.1 0.0
H 2.4428 5.2400 7.0218 0.0 -0.1 0.0
H 2.6524 4.2767 5.5390 -0.1 0.0 0.1
C 0.4251 -3.7364 -7.6094 0.0 -0.1 -0.2
C -0.7650 -3.1544 -6.8664 0.1 0.1 0.0
O -1.5592 -2.2813 -7.6647 0.0 0.1 -0.1
C -2.1695 -2.8526 -8.8189 -0.1 0.1 0.2
C -3.1431 -3.9724 -8.4948 0.1 -0.2 0.1
H 1.0180 -2.9412 -8.0736 -0.1 -0.1 0.1
H 1.0643 -4.3018 -6.9246 -0.1 0.1 -0.1
H 0.1066 -4.4138 -8.4064 0.1 0.0 0.1
H -0.3940 -2.5563 -6.0279 -0.2 0.1 -0.2
H -1.3862 -3.9449 -6.4331 0.0 -0.1 0.0
H -1.4056 -3.1848 -9.5285 0.0 -0.1 0.0
H -2.7199 -2.0434 -9.3109 0.2 0.0 0.2
H -2.6275 -4.8435 -8.0809 -0.1 0.0 -0.1
H -3.6708 -4.2938 -9.3977 0.1 0.1 0.1
H -3.8772 -3.6442 -7.7527 0.1 0.0 -0.1

***

3.
76
Properties=species:S:1:pos:R:3:forces:R:3 method="wB97M-V/def2-TZVPD" homo_lumo_gap_ev=9.06 mol_weight_g_mol=737.2 de_lowest_ev=0.000 charge=0 smiles="CN(C)C=O.CN(C)C=O.CN(C)C=O.CN(C)C=O.BrCCBr.BrCCBr.CCCC#N"
C 0.1308 -2.3317 -5.4589 -0.8 -0.2 -0.7
N -0.0354 -1.0103 -6.0608 0.3 -0.3 0.3
C -1.3044 -0.3228 -5.9183 0.0 0.2 -0.3
C 1.0301 -0.3316 -6.5495 0.1 -0.3 -0.1
O 0.9823 0.7643 -7.0586 -0.1 0.3 0.0
H 0.4673 -3.1127 -6.1485 0.7 0.5 -0.1
H -0.8774 -2.7111 -5.2769 0.1 0.2 0.7
H 0.7463 -2.2937 -4.5650 0.0 -0.2 0.1
H -1.1078 0.7478 -5.8836 -0.1 0.0 0.0
H -1.9625 -0.5146 -6.7687 0.0 0.0 0.0
H -1.8076 -0.6374 -5.0060 0.0 0.0 0.1
H 1.9835 -0.8819 -6.4572 -0.1 -0.1 0.0
C 2.9848 2.2133 2.6345 0.4 1.0 0.8
N 4.2491 1.5347 2.3735 -0.4 0.1 0.1
C 4.2374 0.0945 2.3442 -0.1 -0.5 0.0
C 5.4182 2.2120 2.4331 0.0 0.1 -0.1
O 6.5209 1.7189 2.3320 0.2 -0.2 0.0
H 2.9101 3.1268 2.0385 -0.2 -0.3 -0.4
H 2.9205 2.6136 3.6612 0.1 -0.5 0.0
H 2.1380 1.5507 2.5005 0.1 -0.1 -0.4
H 4.0153 -0.3270 3.3311 0.0 0.0 0.0
H 3.4618 -0.2579 1.6603 0.0 0.1 0.0
H 5.1975 -0.2914 2.0156 0.1 0.2 0.0
H 5.2917 3.2999 2.5637 -0.2 0.0 0.0
C -2.8851 2.1413 4.3866 0.4 0.4 0.4
N -1.6958 2.8550 3.9581 -0.2 -0.6 0.0
C -0.8242 2.1848 3.0120 0.5 0.3 0.1
C -1.6405 4.1989 4.0316 0.2 0.7 0.1
O -0.7925 4.8951 3.5100 0.0 -0.1 -0.1
H -3.4586 1.7876 3.5284 -0.1 -0.1 0.0
H -3.4921 2.8172 4.9903 -0.1 0.0 -0.1
H -2.6059 1.3137 5.0405 0.0 -0.2 -0.2
H -0.5138 1.1899 3.3270 -0.6 -0.2 0.0
H -1.3088 2.1922 2.0323 0.2 -0.4 0.0
H 0.1147 2.7351 2.9538 -0.2 0.2 -0.2
H -2.4363 4.6600 4.6424 -0.1 -0.2 0.0
C 0.2212 -1.1069 -2.0190 -0.4 0.9 -0.2
N -0.0577 -0.8287 -0.6332 0.7 -0.1 0.2
C -1.3966 -1.0553 -0.1997 -1.1 -0.3 -0.2
C 0.9074 -0.4176 0.2134 0.3 0.1 0.1
O 0.7626 -0.1733 1.3967 -0.2 0.0 0.0
H -0.2364 -2.0586 -2.2811 0.3 -0.1 -0.2
H 1.2864 -1.0584 -2.2310 0.1 -0.3 0.1
H -0.2267 -0.3081 -2.6258 -0.1 -0.3 -0.2
H -2.1068 -0.3718 -0.6863 0.2 0.1 0.1
H -1.7249 -2.0564 -0.5030 0.1 0.0 0.2
H -1.5086 -0.9616 0.8738 0.3 0.1 0.1
H 1.8814 -0.2777 -0.2822 0.0 -0.1 -0.1
Br 2.0440 2.6192 -1.3785 0.2 0.0 0.0
C 0.2013 3.0245 -1.7796 -0.7 -0.1 0.0
C -0.6593 2.6665 -0.5773 0.2 0.5 -0.5
Br -2.5219 3.0763 -0.9765 -0.1 -0.1 0.0
H -0.0769 2.4542 -2.6623 0.1 -0.1 0.0
H 0.0981 4.0778 -2.0230 0.2 0.0 0.1
H -0.4060 3.2977 0.2672 0.1 -0.2 0.1
H -0.6119 1.6114 -0.3465 0.0 0.0 0.2
Br 5.8380 -5.4809 -1.3575 -0.1 -0.1 0.0
C 4.3854 -4.1912 -1.4556 0.3 -0.1 -0.5
C 4.4399 -3.4284 -2.7589 0.2 0.4 0.3
Br 3.9473 -4.5279 -4.2665 0.0 0.0 -0.1
H 4.5645 -3.5178 -0.6252 -0.3 0.0 0.1
H 3.4557 -4.7447 -1.3928 0.0 0.0 0.3
H 5.4336 -3.0240 -2.9324 0.0 -0.1 -0.1
H 3.7519 -2.5839 -2.7394 -0.1 -0.1 0.0
C -4.3829 -1.9606 1.3602 -0.6 0.3 -0.1
C -4.9069 -0.8448 2.2622 0.0 -0.4 0.2
C -4.7302 -1.1408 3.7542 -0.4 -0.1 0.1
C -5.5011 -2.3276 4.1534 0.0 -0.2 0.0
N -6.1265 -3.2523 4.4290 0.2 0.2 -0.1
H -3.3680 -2.2525 1.6203 0.1 0.0 -0.1
H -4.4577 -1.6097 0.3294 0.3 -0.1 -0.1
H -5.0389 -2.8294 1.4264 0.1 -0.1 0.1
H -5.9824 -0.7510 2.0991 0.1 0.3 -0.2
H -4.4214 0.1069 2.0442 0.0 0.0 -0.1
H -5.1337 -0.3053 4.3300 0.2 0.0 0.1
H -3.6871 -1.3104 4.0247 0.0 0.1 0.0